No. 1
Density functional theory data (ωB97M-V/def2-TZVPD) for a molecular structure, C8H11BrO6.

* orbital gap: 10.499 eV
* charge: 0
* lowest unoccupied orbital energy: 0.016 hartree
* HOMO level: -10.05 eV

Geometry (Å):
C -0.3061 -0.1749 -1.2449
C 0.9584 -1.2582 0.7041
C -1.3725 1.3338 0.9592
C -1.4328 0.1826 -3.3270
C 2.9478 -2.4657 0.6241
C 0.0805 2.8875 1.7470
C -0.3535 -1.0876 -0.0621
C -1.5622 -0.1384 1.1594
O 0.6570 0.5047 -1.4045
O 1.2785 -0.6800 1.7177
O -1.7354 2.0331 0.0802
O -1.4362 -0.2369 -1.9675
O 1.7923 -2.0879 0.0269
O -0.5262 1.6640 1.9014
Br -3.2719 -0.8348 0.8200
H -2.5091 0.0526 -3.6319
H -0.8810 -0.4600 -4.0673
H -1.1300 1.2883 -3.4396
H 2.9018 -3.5766 0.8690
H 3.3008 -1.8489 1.4681
H 3.7791 -2.5892 -0.0512
H 0.0021 3.5024 2.7238
H -0.1349 3.5174 0.8690
H 1.0902 2.8113 1.5876
H -0.9244 -2.0332 -0.2569
H -1.2122 -0.3055 2.1955



No. 2
Density functional theory data (ωB97M-V/def2-TZVPD) for a molecular structure, C9H10N4Ti.

* orbital gap: 8.385 eV
* charge: 0
* lowest unoccupied orbital energy: -0.019 hartree
* HOMO level: -8.91 eV

Geometry (Å):
C 2.2136 -0.2649 0.0351
C 1.6787 -1.4491 -0.5954
C 0.9435 -2.1855 0.3930
C 1.0211 -1.4643 1.6331
C 1.7883 -0.2680 1.4104
Ti -0.0222 -0.0989 0.0802
N 0.0756 1.7057 -0.6284
C -0.5603 1.4510 -1.8823
C -0.7431 -0.0820 -1.9431
H 0.4473 -3.1420 0.2363
H 1.8204 -1.7374 -1.6355
H 0.6116 -1.7912 2.5873
H 2.0621 0.4711 2.1625
H 2.8551 0.4775 -0.4373
H -0.0629 -0.5534 -2.6619
H 0.0559 1.8202 -2.7273
H 0.2547 2.6738 -0.3916
H -1.7774 -0.3989 -2.1039
H -1.5328 1.9798 -1.9677
N -1.4736 -0.0312 1.4297
C -2.3486 0.3955 2.1062
N -3.2217 0.6957 2.9567
C -4.2038 1.5627 2.8445
N -5.1127 2.3086 2.8477



No. 3
Density functional theory data (ωB97M-V/def2-TZVPD) for a molecular structure, C4H4Cl2FeN2O3RhS.

* orbital gap (alpha / beta): 7.176 / 6.082 eV
* ΔE to the lowest compared entry with this formula, charge and spin: 125.9 kJ/mol
* ⟨S²⟩: 24.78
* charge: +4
* lowest unoccupied orbital energy (alpha / beta): -0.563 / -0.707 hartree
* 2S+1: 10
* HOMO level (alpha / beta): -22.50 / -25.33 eV

Geometry (Å):
Rh 0.3210 -0.1518 -4.2173
Fe -0.1687 0.3033 0.2322
Cl -0.4679 1.8651 -3.0827
Cl 0.0738 -0.6547 -1.8935
C -0.8640 -1.4405 0.9318
C -0.0563 0.9332 -5.6687
C 0.7037 -1.1471 -5.7739
O -0.7506 -2.1607 1.8455
O -0.3205 1.7426 -6.4589
O 0.8983 -1.6549 -6.8219
N 0.8116 -0.6244 3.6284
C 0.1485 0.5117 3.5578
N -0.7126 0.8627 4.5097
S 0.3550 1.6283 2.2796
H 0.6406 -1.2849 4.3848
H 1.2279 -1.0199 2.7697
H -1.1180 1.7494 4.3365
H -0.7216 0.5424 5.4409



No. 4
Density functional theory data (ωB97M-V/def2-TZVPD) for C5H8P2 in the gas phase.

* SMILES string: CC#[PH]P1C=C1C
* orbital gap: 8.299 eV
* ΔE to the lowest compared entry with this formula, charge and spin: 537.8 kJ/mol
* charge: 0
* lowest unoccupied orbital energy: 0.009 hartree
* HOMO level: -8.06 eV

Geometry (Å):
C 1.4981 -3.0323 0.4875
C 0.5875 -1.8361 0.3419
P 0.6579 -0.9784 -1.1235
P -1.3209 -0.2152 -0.6562
C -0.9013 0.7203 0.8933
C -1.2053 1.6500 -0.0100
C -1.2790 3.2060 -0.1896
H 2.5264 -3.0877 -0.1224
H 0.9909 -3.9659 0.1659
H 1.5924 -2.9756 1.5975
H 1.4577 -0.8424 -2.3690
H -0.6886 0.6495 1.8909
H -0.3096 3.5430 -0.5512
H -1.7997 3.6769 0.6620
H -1.8065 3.4878 -1.0173



No. 5
Density functional theory data (ωB97M-V/def2-TZVPD) for a molecular structure, C45H39F3OP2PdSSi.

* orbital gap: 5.760 eV
* ΔE to the lowest compared entry with this formula, charge and spin: 0.0 kJ/mol
* charge: 0
* lowest unoccupied orbital energy: -0.031 hartree
* HOMO level: -6.61 eV

Geometry (Å):
Pd -0.8979 0.1196 0.1093
O 3.9233 0.6831 -0.3408
S 2.5322 0.2679 -0.0240
C 1.7462 -0.0673 -1.6022
C 2.0695 -1.1886 -2.3568
C 1.5781 -1.3149 -3.6404
C 0.8115 -0.2958 -4.1951
C 0.4998 0.8240 -3.4499
C 0.9364 0.9458 -2.1288
P 0.4248 2.3482 -1.0699
C -1.3946 2.1336 -1.0217
C -2.0914 3.2126 -0.2917
C -3.4148 3.3222 -0.2984
C -4.3053 2.2806 -0.8762
C -3.5923 1.0797 -1.5662
C -2.0978 1.1346 -1.6282
C 0.5948 3.7510 -2.2305
C 1.8705 4.3019 -2.3467
C 2.1052 5.3414 -3.2323
C 1.0624 5.8560 -3.9918
C -0.2122 5.3245 -3.8658
C -0.4465 4.2724 -2.9905
C 2.6408 -1.4044 0.6213
C 3.8206 -2.0887 0.3924
C 4.0101 -3.3442 0.9531
C 3.0310 -3.8771 1.7743
C 1.8689 -3.1624 2.0382
C 1.6423 -1.9190 1.4572
P 0.1819 -0.8854 1.8830
C -0.6895 -1.8600 3.1569
C -0.9140 -1.3003 4.4146
C -1.6436 -1.9896 5.3720
C -2.1537 -3.2471 5.0880
C -1.9241 -3.8163 3.8433
C -1.2024 -3.1264 2.8825
C 0.9501 0.4543 2.8505
C 0.3964 1.7292 2.8078
C 0.9553 2.7579 3.5528
C 2.0739 2.5172 4.3355
C 2.6299 1.2442 4.3816
C 2.0692 0.2142 3.6456
H 2.6766 -1.9768 -1.9332
H 1.7737 -2.2131 -4.2072
H 0.4298 -0.3982 -5.2018
H -0.1031 1.6120 -3.8842
H -1.4793 3.9613 0.1998
H -3.8867 4.1623 0.2015
H -5.0956 2.7276 -1.4812
H -3.9715 0.8782 -2.5696
H -1.6181 0.4600 -2.3305
H 2.6847 3.9070 -1.7488
H 3.1016 5.7531 -3.3258
H 1.2434 6.6738 -4.6771
H -1.0289 5.7259 -4.4522
H -1.4456 3.8616 -2.9053
H 4.5854 -1.6105 -0.2069
H 4.9254 -3.8892 0.7657
H 3.1737 -4.8442 2.2381
H 1.1537 -3.5823 2.7275
H -0.5252 -0.3205 4.6537
H -1.8124 -1.5388 6.3413
H -2.7282 -3.7826 5.8325
H -2.3145 -4.7989 3.6121
H -1.0415 -3.5876 1.9200
H -0.4677 1.9159 2.1792
H 0.5234 3.7491 3.5089
H 2.5187 3.3216 4.9066
H 3.5057 1.0556 4.9885
H 2.5079 -0.7754 3.6849
C -3.5747 -0.6140 2.3352
Si -2.9566 -0.8582 0.5769
C -2.8744 -2.6639 0.1266
C -4.2068 0.1033 -0.5216
C -4.8670 1.3188 0.2145
C -6.3474 1.2646 0.4132
C -7.0879 0.2899 -0.1087
C -6.4956 -0.7688 -0.9349
C -5.1809 -0.8523 -1.1364
H -3.2974 -1.4357 2.9928
H -4.6689 -0.6012 2.2653
H -3.2622 0.3248 2.7944
H -3.4256 -3.2488 0.8679
H -1.8502 -3.0210 0.0557
H -3.2869 -2.8374 -0.8643
H -4.3905 1.5390 1.1717
H -6.8060 2.0491 1.0056
H -8.1584 0.2730 0.0547
H -7.1602 -1.4788 -1.4109
H -4.7675 -1.6140 -1.7893
F -2.5762 -2.7813 -3.0806
C -1.1698 -2.7352 -2.9503
F -0.9466 -3.8076 -2.0757
F -1.0811 -1.6163 -1.9657



No. 6
Density functional theory data (ωB97M-V/def2-TZVPD) for a molecular structure, C4H3I3.

* orbital gap (alpha / beta): 7.155 / 7.148 eV
* ΔE to the lowest compared entry with this formula, charge and spin: 440.4 kJ/mol
* charge: 0
* lowest unoccupied orbital energy (alpha / beta): -0.061 / -0.061 hartree
* HOMO level (alpha / beta): -8.81 / -8.81 eV

Geometry (Å):
C 0.7474 0.6016 0.1959
C -0.1089 -0.2396 0.1221
C 1.6889 1.7141 0.4089
C -1.8229 -1.9136 -0.4701
I -0.5338 -2.9268 -1.7743
I -3.0709 -0.3700 -1.1689
I -2.2836 -2.7599 1.3694
H 2.1239 1.8579 -0.5522
H 2.3398 1.5204 1.1561
H 0.9201 2.5160 0.7132



No. 7
Density functional theory data (ωB97M-V/def2-TZVPD) for C10H15NS in the gas phase.

* orbital gap (alpha / beta): 7.159 / 7.152 eV
* ΔE to the lowest compared entry with this formula, charge and spin: 803.3 kJ/mol
* charge: 0
* lowest unoccupied orbital energy (alpha / beta): -0.011 / -0.012 hartree
* HOMO level (alpha / beta): -7.46 / -7.49 eV

Geometry (Å):
C 0.7695 -1.0890 1.4449
C 0.1335 -0.4023 0.4890
C -0.3932 -0.9325 -0.7175
C -1.1021 3.0422 1.2750
C 1.5636 2.8164 0.4106
C 1.1377 -2.6008 1.2309
C 0.2358 -2.3107 -0.9578
C 0.1244 -3.2385 0.1970
C -1.5888 0.9118 -1.5605
C -0.6579 1.9961 -1.2755
N -1.0871 -0.4596 -1.6713
S 0.0269 2.0558 0.5278
H 0.9432 -0.6444 2.4093
H -0.8511 3.2053 2.2890
H -2.1496 2.6427 1.1887
H 2.1052 3.1581 1.3111
H 2.0402 2.1383 -0.3464
H 2.1296 -2.7406 0.7949
H 1.2358 -3.0421 2.2668
H -0.0777 -2.6817 -1.9032
H 1.2016 -1.9775 -1.1766
H 0.5821 -4.1812 -0.0566
H -0.9139 -3.1977 0.6426
H -2.3656 1.1212 -0.9286
H -2.0410 1.2695 -2.4639
H 0.2233 2.1694 -1.9734
H -1.2245 2.9718 -1.4459



No. 8
Density functional theory data (ωB97M-V/def2-TZVPD) for 8 unconnected molecules or ions with the total composition C34H60N13O2.

* orbital gap: 9.984 eV
* charge: +1
* lowest unoccupied orbital energy: -0.091 hartree
* HOMO level: -12.47 eV

Geometry (Å):
C -4.4564 -2.5147 -1.2042
C -3.3229 -3.0052 -2.0479
O -2.9506 -4.1479 -2.0304
N -2.7197 -1.9918 -2.8906
N -1.9488 -1.0613 -2.2182
C -0.8635 -1.3342 -1.4577
N -0.3032 -2.5243 -1.2445
C 0.7025 -2.2758 -0.4439
N 0.8059 -1.0050 -0.1604
N -0.2060 -0.3841 -0.8059
N -0.4138 0.9965 -0.7030
C -2.1361 -2.4609 -4.1603
C -1.1752 -3.6134 -4.2300
O -2.4564 -1.8565 -5.1578
H -5.1108 -1.8644 -1.7620
H -5.0017 -3.3541 -0.8151
H -4.0868 -1.9586 -0.3505
H -2.2391 -0.1029 -2.3049
H 1.3485 -3.0499 -0.0895
H 1.4865 -0.5371 0.4373
H -1.4114 1.1816 -0.7544
H -0.1527 1.2370 0.2493
H -1.7482 -4.5272 -4.2818
H -0.4784 -3.6585 -3.4071
H -0.6278 -3.5007 -5.1539
C 4.6411 -0.0221 4.2430
C 3.1423 0.0939 3.9870
C 2.5933 -1.0352 3.1080
C 3.1394 -1.0086 1.7550
N 3.5595 -0.9674 0.6841
H 5.2144 0.0558 3.3174
H 4.9737 0.7768 4.9041
H 4.8919 -0.9718 4.7137
H 2.9208 1.0591 3.5258
H 2.6099 0.0679 4.9380
H 1.5078 -0.9460 3.0394
H 2.8060 -2.0072 3.5580
C 5.9052 -3.2193 0.6843
C 6.9415 -4.2116 1.2020
C 6.7455 -4.5716 2.6766
C 6.9361 -3.4187 3.5531
N 7.0734 -2.5047 4.2334
H 5.9715 -2.2632 1.2045
H 6.0622 -3.0280 -0.3767
H 4.8915 -3.6082 0.8102
H 7.9425 -3.8059 1.0515
H 6.8834 -5.1289 0.6149
H 7.4559 -5.3486 2.9629
H 5.7473 -4.9839 2.8371
C -9.0567 1.5395 -1.4737
C -8.1865 0.8034 -2.4836
C -8.2918 -0.7209 -2.3638
C -7.7747 -1.2102 -1.0875
N -7.3676 -1.5954 -0.0858
H -8.7494 1.3253 -0.4477
H -8.9780 2.6130 -1.6276
H -10.1053 1.2550 -1.5834
H -7.1463 1.1144 -2.3671
H -8.4903 1.0902 -3.4910
H -7.7291 -1.1970 -3.1697
H -9.3300 -1.0364 -2.4765
C -2.1191 3.7160 4.4087
C -0.9632 4.0858 3.4859
C -0.8164 3.1250 2.2999
C -0.4697 1.7677 2.7284
N -0.2280 0.7017 3.0850
H -1.9671 2.7386 4.8694
H -2.2103 4.4474 5.2097
H -3.0649 3.6934 3.8644
H -0.0326 4.1132 4.0544
H -1.1229 5.0892 3.0909
H -0.0362 3.4917 1.6272
H -1.7457 3.0949 1.7262
C -9.3872 3.9516 1.8174
C -7.9487 4.3774 2.0893
C -7.4387 5.4277 1.0970
C -7.3688 4.9108 -0.2682
N -7.3331 4.5008 -1.3392
H -9.4833 3.4747 0.8410
H -9.7207 3.2369 2.5691
H -10.0614 4.8089 1.8460
H -7.2974 3.5012 2.0670
H -7.8830 4.7963 3.0947
H -6.4433 5.7640 1.3920
H -8.0855 6.3061 1.1145
C -0.3077 2.3213 -7.0505
C 0.5181 1.4242 -6.1358
C -0.3082 0.8133 -4.9984
C -0.8202 1.8284 -4.0786
N -1.2382 2.6407 -3.3822
H -0.7066 3.1818 -6.5113
H 0.3075 2.6984 -7.8659
H -1.1448 1.7732 -7.4857
H 1.3545 1.9908 -5.7229
H 0.9455 0.6092 -6.7216
H 0.3098 0.1100 -4.4330
H -1.1459 0.2447 -5.4057
C 10.9490 -0.4512 1.0631
C 11.1474 -1.2982 2.3153
C 11.9418 -2.5812 2.0500
C 11.2350 -3.4933 1.1534
N 10.6798 -4.2059 0.4457
H 10.3646 -0.9836 0.3108
H 10.4170 0.4680 1.3070
H 11.9072 -0.1771 0.6184
H 10.1759 -1.5480 2.7465
H 11.6842 -0.7128 3.0630
H 12.1306 -3.0980 2.9921
H 12.9159 -2.3410 1.6211



| no. | F_max (eV Å⁻¹) |
| --- | --- |
| 1 | 4.3 |
| 2 | 4.1 |
| 3 | 12.4 |
| 4 | 5.0 |
| 5 | 0.3 |
| 6 | 5.1 |
| 7 | 3.9 |
| 8 | 1.4 |